9 unconnected molecules or ions with the total composition C41H68NO4S4 in a non-equilibrium geometry. Source: the OMol25 dataset; level of theory: the ωB97M-V functional and the def2-TZVPD basis.

Atoms and positions in Å:
C (-3.868, -1.443, -1.023)
C (-3.020, -0.988, 0.279)
C (-1.850, -0.229, -0.021)
C (-1.064, 0.187, 1.147)
N (0.301, 0.666, 0.722)
C (1.130, -0.364, 0.071)
C (2.613, -0.120, 0.373)
C (2.640, 0.835, 1.573)
C (1.092, 1.144, 1.814)
C (0.229, 1.863, -0.184)
H (-3.572, -2.265, -1.378)
H (-3.634, -0.675, -1.906)
H (-5.073, -1.495, -0.705)
H (-2.873, -1.779, 0.859)
H (-3.482, -0.299, 0.708)
H (-2.283, 0.822, -0.455)
H (-1.455, -0.742, -0.744)
H (-1.098, -0.678, 2.030)
H (-1.462, 1.017, 1.709)
H (0.909, -0.723, -1.066)
H (0.993, -1.427, 0.573)
H (3.113, 0.201, -0.549)
H (3.230, -1.035, 0.701)
H (3.006, 1.891, 1.408)
H (3.202, 0.402, 2.223)
H (0.934, 2.165, 2.105)
H (0.799, 0.504, 2.852)
H (0.006, 1.464, -1.220)
H (1.109, 2.323, -0.348)
H (-0.418, 2.509, 0.212)
C (2.313, -4.524, -0.182)
S (1.014, -5.016, 0.997)
O (0.595, -3.718, 1.661)
C (-0.273, -5.230, -0.182)
H (2.160, -3.418, -0.571)
H (2.406, -5.262, -0.811)
H (3.186, -4.313, 0.496)
H (0.004, -5.977, -0.904)
H (-0.334, -4.277, -0.546)
H (-1.191, -5.539, 0.454)
C (2.604, 5.758, 3.900)
S (2.905, 5.616, 2.178)
O (2.888, 4.102, 1.907)
C (1.323, 6.338, 1.702)
H (2.348, 6.754, 4.104)
H (3.471, 5.498, 4.496)
H (1.794, 5.038, 4.140)
H (1.287, 6.043, 0.617)
H (1.272, 7.359, 1.974)
H (0.609, 5.834, 2.253)
C (-2.047, 3.709, -2.199)
S (-2.142, 2.618, -3.581)
O (-1.610, 1.217, -3.287)
C (-3.939, 2.399, -3.759)
H (-2.699, 4.582, -2.507)
H (-1.128, 4.014, -1.894)
H (-2.382, 3.130, -1.094)
H (-4.419, 3.310, -3.967)
H (-4.436, 1.966, -2.829)
H (-3.873, 1.516, -4.468)
C (-3.934, 2.593, 2.886)
S (-2.784, 3.977, 2.712)
O (-1.461, 3.345, 2.285)
C (-3.433, 4.685, 1.274)
H (-4.977, 3.125, 2.898)
H (-3.640, 1.999, 3.612)
H (-4.012, 2.135, 1.897)
H (-4.286, 5.372, 1.400)
H (-3.847, 3.921, 0.516)
H (-2.809, 5.442, 0.902)
C (-8.000, -2.896, -1.952)
C (-8.602, -4.189, -1.320)
C (-9.892, -4.595, -1.709)
C (-10.639, -3.780, -2.573)
C (-10.153, -2.565, -3.172)
C (-8.703, -2.186, -2.977)
H (-7.115, -2.548, -1.407)
H (-8.064, -4.759, -0.693)
H (-10.433, -5.471, -1.365)
H (-11.714, -4.193, -2.751)
H (-10.776, -2.230, -3.929)
H (-8.252, -1.366, -3.671)
C (7.482, 0.362, 0.000)
C (7.905, -1.078, 0.349)
C (7.263, -2.129, -0.187)
C (6.006, -1.847, -0.955)
C (5.534, -0.543, -1.233)
C (6.382, 0.654, -0.710)
H (8.082, 1.330, 0.378)
H (8.815, -1.349, 1.184)
H (7.567, -3.147, 0.172)
H (5.532, -2.676, -1.434)
H (4.644, -0.461, -1.787)
H (6.282, 1.691, -1.197)
C (2.337, -2.728, -3.667)
C (3.441, -1.649, -3.954)
C (2.919, -0.229, -3.992)
C (1.553, 0.064, -3.948)
C (0.576, -0.893, -3.780)
C (1.009, -2.324, -3.467)
H (2.659, -3.850, -3.584)
H (4.364, -1.890, -4.145)
H (3.608, 0.475, -4.300)
H (1.273, 1.125, -4.126)
H (-0.489, -0.794, -3.711)
H (0.266, -3.199, -3.252)
C (5.312, -0.187, 4.426)
C (5.505, -1.310, 3.298)
C (4.379, -2.103, 3.008)
C (3.195, -1.985, 3.780)
C (2.934, -1.001, 4.729)
C (4.111, -0.157, 5.196)
H (6.228, 0.456, 4.575)
H (6.364, -1.695, 2.899)
H (4.552, -3.032, 2.403)
H (2.269, -2.633, 3.433)
H (1.916, -0.948, 5.124)
H (3.934, 0.554, 5.796)

Forces on atoms 1 to 6 (eV/Å):
-3.4 8.6 3.1
-0.8 -3.1 -6.1
-1.9 5.9 0.6
0.7 -1.9 2.7
0.5 0.1 -1.0
0.7 -6.1 -1.3

Properties
calculated total energy = -96616.3568 eV
total charge = +1

These are the Löwdin partial charges, in e, on atoms 1 to 6:
1 C -0.0044
2 C -0.2280
3 C -0.2364
4 C -0.1048
5 N -0.2469
6 C -0.1239